# 1
DFT (wB97M-V/def2-TZVPD) results for one molecule with the formula C10H12N2O2 at a distorted geometry.

Properties
2S+1 = 1
LUMO (alpha / beta) = -0.77 / -0.92 eV
HOMO (alpha / beta) = -7.57 / -7.55 eV
Maximum force = 0.1416 Eh/bohr
SMILES = CN(C)/C(=C/c1ccccc1)[N+](=O)[O-]

CARTESIAN COORDINATES (ANGSTROEM)
C -2.032 0.142 -1.494
N -1.061 -0.923 -1.704
C -1.164 -1.831 -2.891
C 0.064 -0.875 -0.962
C -0.017 -0.600 0.628
C 0.961 0.060 1.400
C 0.763 0.208 2.829
C 1.639 1.097 3.525
C 2.761 1.709 2.930
C 3.002 1.359 1.632
C 2.091 0.722 0.864
N 1.336 -1.041 -1.563
O 2.120 -1.769 -1.016
O 1.565 -0.487 -2.607
H -2.695 0.137 -0.572
H -1.426 1.051 -1.493
H -2.702 0.253 -2.282
H -1.217 -2.883 -2.447
H -2.031 -1.459 -3.378
H -0.282 -1.703 -3.517
H -1.142 -0.643 0.966
H 0.034 -0.426 3.330
H 1.524 1.333 4.563
H 3.709 1.940 3.467
H 3.938 1.744 1.296
H 2.425 0.527 -0.262

---

# 2
DFT (wB97M-V/def2-TZVPD) results for a 10-piece molecular cluster, C30H70N10O10 overall at a distorted geometry.

Properties
2S+1 = 1
LUMO = 0.14 eV
HOMO = -9.04 eV
Maximum force = 0.0768 Eh/bohr
SMILES = CN(C)C=O.CN(C)C=O.CN(C)C=O.CN(C)C=O.CN(C)C=O.CN(C)C=O.CN(C)C=O.CN(C)C=O.CN(C)C=O.CN(C)C=O

CARTESIAN COORDINATES (ANGSTROEM)
C 4.990 -4.489 -4.419
N 4.499 -4.006 -3.143
C 3.627 -2.862 -3.116
C 5.064 -4.549 -2.038
O 4.993 -4.098 -0.909
H 4.137 -4.805 -5.028
H 5.656 -5.348 -4.367
H 5.519 -3.781 -5.065
H 2.563 -3.025 -3.272
H 3.734 -2.294 -2.189
H 4.063 -2.125 -3.798
H 5.771 -5.362 -2.245
C -0.117 1.273 -7.017
N 1.013 1.047 -6.157
C 0.705 0.483 -4.859
C 2.294 1.216 -6.554
O 3.269 0.943 -5.887
H -0.480 0.343 -7.468
H 0.189 1.929 -7.835
H -0.963 1.720 -6.496
H 0.317 -0.536 -4.942
H 1.562 0.465 -4.190
H -0.034 1.034 -4.275
H 2.321 1.722 -7.534
C -2.878 -1.172 4.113
N -2.263 -1.521 5.402
C -0.861 -1.857 5.301
C -2.875 -1.417 6.588
O -2.334 -1.479 7.676
H -2.125 -1.323 3.348
H -3.200 -0.129 4.113
H -3.778 -1.756 3.913
H -0.661 -2.806 4.795
H -0.312 -0.980 4.953
H -0.427 -2.108 6.272
H -3.957 -1.224 6.464
C -5.575 0.959 0.143
N -4.213 1.270 0.536
C -3.334 0.142 0.798
C -3.799 2.515 0.618
O -2.658 2.805 0.980
H -6.203 0.237 0.662
H -5.693 0.812 -0.935
H -6.153 1.875 0.313
H -2.572 0.152 0.021
H -2.883 0.338 1.776
H -3.826 -0.805 1.007
H -4.514 3.288 0.324
C 5.284 1.576 -1.369
N 4.329 2.357 -0.613
C 2.950 2.300 -1.093
C 4.617 3.335 0.269
O 3.801 4.054 0.806
H 4.937 0.550 -1.248
H 6.299 1.697 -0.989
H 5.371 1.858 -2.422
H 2.550 1.290 -1.240
H 2.193 2.815 -0.518
H 2.981 2.643 -2.133
H 5.694 3.424 0.475
C -1.920 3.018 -3.205
N -2.657 4.160 -3.755
C -1.996 4.806 -4.866
C -3.914 4.472 -3.333
O -4.545 3.837 -2.522
H -0.842 3.135 -3.184
H -2.228 2.103 -3.715
H -2.235 2.949 -2.163
H -1.551 4.114 -5.585
H -2.719 5.388 -5.443
H -1.179 5.443 -4.518
H -4.282 5.323 -3.936
C 2.302 2.160 6.922
N 0.943 1.974 6.358
C -0.111 2.471 7.228
C 0.713 1.944 5.020
O -0.384 1.964 4.496
H 3.124 2.136 6.217
H 2.338 1.413 7.716
H 2.248 3.126 7.430
H 0.009 2.084 8.235
H -0.219 3.557 7.141
H -1.052 2.128 6.791
H 1.657 1.745 4.491
C 2.661 -3.971 4.161
N 2.736 -2.623 3.636
C 2.978 -2.536 2.212
C 2.461 -1.523 4.375
O 2.780 -0.385 4.106
H 3.676 -4.382 4.118
H 2.082 -4.697 3.589
H 2.376 -3.982 5.212
H 2.132 -2.819 1.576
H 3.067 -1.495 1.900
H 3.852 -3.100 1.892
H 2.125 -1.862 5.371
C 0.442 0.046 1.614
N 0.373 0.095 0.157
C 0.697 -1.093 -0.601
C -0.041 1.208 -0.477
O -0.212 1.316 -1.681
H -0.078 -0.884 1.854
H -0.035 0.861 2.162
H 1.481 0.150 1.935
H 1.384 -0.894 -1.421
H 1.247 -1.746 0.077
H -0.225 -1.618 -0.861
H -0.251 1.980 0.282
C -3.455 -2.829 -1.756
N -4.863 -2.607 -2.134
C -5.811 -2.408 -1.038
C -5.236 -2.231 -3.371
O -6.376 -2.027 -3.728
H -3.551 -3.675 -1.076
H -3.055 -1.984 -1.207
H -2.836 -3.024 -2.626
H -5.650 -3.131 -0.237
H -5.791 -1.343 -0.768
H -6.831 -2.642 -1.340
H -4.352 -2.202 -4.028

---

# 3
DFT (wB97M-V/def2-TZVPD) results for a 2-piece molecular cluster, C3H5NO2 overall.

Properties
2S+1 = 1
LUMO = 0.52 eV
HOMO = -9.75 eV
Maximum force = 0.0172 Eh/bohr
SMILES = CN=C=O.C=O

CARTESIAN COORDINATES (ANGSTROEM)
C -1.279 1.621 -0.039
N -0.412 0.469 -0.035
C -0.631 -0.631 0.421
O -0.730 -1.718 0.850
H -2.004 1.522 -0.850
H -1.802 1.692 0.916
H -0.685 2.520 -0.195
C 1.894 -1.364 -0.257
O 1.957 -1.952 -1.310
H 1.605 -0.298 -0.214
H 2.086 -1.862 0.714

---

# 4
DFT (wB97M-V/def2-TZVPD) results for a 4-piece molecular cluster, C28H64B2N2O19P4S overall at a distorted geometry.

Properties
2S+1 = 1
LUMO = -0.72 eV
HOMO = -8.60 eV
Maximum force = 0.1593 Eh/bohr
SMILES = C=C[C@@]1(P(O)(O)=S)[C@H](B(C)O)C(=O)N[C@]1(CCOC=O)B(N)O.CCOP(=O)(OCC)OCC.CCOP(=O)(OCC)OCC.CCOP(=O)(OCC)OCC

CARTESIAN COORDINATES (ANGSTROEM)
C 3.631 1.457 5.281
C 2.339 1.864 5.452
C 1.627 2.945 4.632
P 1.432 4.288 5.866
O 0.208 5.321 5.524
O 2.773 5.189 5.908
S 1.113 3.642 7.671
C 2.258 3.254 3.254
B 3.617 4.115 3.129
C 3.662 5.674 2.900
O 4.822 3.481 3.243
C 1.083 3.892 2.489
O 1.090 4.634 1.547
N -0.098 3.385 3.115
C 0.249 2.365 4.098
C 0.276 0.926 3.514
C 0.612 0.824 2.029
O -0.065 -0.359 1.502
C 0.183 -0.329 0.155
O 1.229 -0.700 -0.314
B -0.973 2.296 5.148
N -0.979 1.340 6.235
O -2.054 3.138 5.035
H 4.481 2.072 5.562
H 3.835 0.464 4.883
H 1.755 1.356 6.218
H 0.570 5.965 4.895
H 2.547 6.027 6.331
H 2.584 2.260 2.923
H 3.447 5.839 1.842
H 2.847 6.126 3.470
H 4.627 6.090 3.174
H 4.764 2.554 2.994
H -0.587 4.197 3.480
H -0.736 0.526 3.620
H 0.922 0.235 4.053
H 1.678 0.616 1.926
H 0.281 1.672 1.431
H -0.570 0.092 -0.529
H -0.226 0.671 6.158
H -0.913 1.798 7.136
H -2.308 3.366 5.936
C -1.663 -5.238 -1.072
C -1.520 -5.818 0.325
O -2.307 -5.130 1.295
P -3.944 -5.391 1.394
O -3.910 -6.886 1.336
O -4.210 -5.172 3.006
C -4.983 -6.127 3.741
C -4.084 -7.087 4.498
O -4.246 -3.814 1.117
C -3.461 -2.781 1.746
C -2.562 -2.104 0.734
H -2.707 -5.040 -1.318
H -1.246 -5.923 -1.812
H -1.120 -4.296 -1.162
H -1.765 -6.881 0.318
H -0.482 -5.736 0.652
H -5.655 -6.670 3.077
H -5.609 -5.573 4.442
H -3.245 -7.419 3.889
H -4.642 -7.963 4.830
H -3.659 -6.597 5.376
H -2.886 -3.170 2.581
H -4.169 -2.056 2.150
H -2.083 -2.820 0.072
H -1.781 -1.525 1.232
H -3.133 -1.421 0.099
C -2.573 -1.397 -7.305
C -2.413 -2.045 -5.939
O -3.194 -1.403 -4.933
P -4.809 -1.685 -4.850
O -4.915 -3.163 -5.000
O -5.095 -1.542 -3.234
C -5.867 -2.534 -2.548
C -4.961 -3.516 -1.828
O -5.291 -0.160 -5.098
C -4.611 0.937 -4.460
C -3.800 1.723 -5.468
H -3.622 -1.189 -7.531
H -2.162 -2.041 -8.083
H -2.034 -0.449 -7.352
H -2.655 -3.107 -5.993
H -1.372 -1.974 -5.619
H -6.530 -3.052 -3.239
H -6.502 -2.016 -1.827
H -4.116 -3.812 -2.448
H -5.513 -4.414 -1.537
H -4.548 -3.064 -0.934
H -3.986 0.594 -3.641
H -5.385 1.575 -4.033
H -3.256 1.073 -6.148
H -3.080 2.369 -4.964
H -4.445 2.355 -6.082
C 3.592 1.614 -0.556
C 5.049 1.647 -0.992
O 5.199 1.408 -2.387
P 4.870 2.605 -3.461
O 5.537 3.798 -2.869
O 5.928 2.265 -4.679
C 6.736 3.305 -5.241
C 8.135 3.284 -4.654
O 3.677 1.848 -4.246
C 3.782 0.449 -4.573
C 2.850 -0.375 -3.709
H 2.953 2.174 -1.243
H 3.486 2.031 0.449
H 3.221 0.591 -0.523
H 5.509 2.597 -0.711
H 5.605 0.864 -0.476
H 6.269 4.277 -5.091
H 6.782 3.137 -6.318
H 8.118 3.131 -3.576
H 8.660 4.216 -4.865
H 8.713 2.460 -5.078
H 4.806 0.097 -4.486
H 3.494 0.353 -5.620
H 2.872 -0.063 -2.669
H 3.117 -1.432 -3.753
H 1.816 -0.277 -4.045